[1]
{"formula": "C21H26NS2Zr", "method": "ωB97M-V/def2-TZVPD", "species": ["Zr", "C", "C", "C", "C", "C", "C", "C", "C", "C", "C", "H", "H", "H", "H", "H", "H", "H", "H", "H", "H", "H", "H", "H", "H", "S", "C", "C", "C", "C", "C", "C", "C", "C", "C", "N", "H", "H", "H", "H", "H", "H", "C", "S", "C", "H", "H", "H", "H", "H", "H"], "xyz": [[0.069, -0.014, 0.299], [2.671, -0.009, 4.545], [1.391, -0.325, 3.751], [0.142, -0.137, 4.598], [1.401, 0.515, 2.487], [0.524, 1.595, 2.278], [0.611, 2.401, 1.139], [1.603, 2.195, 0.153], [1.774, 3.146, -0.994], [2.458, 1.095, 0.348], [2.360, 0.281, 1.483], [2.655, -0.557, 5.486], [2.726, 1.056, 4.777], [3.577, -0.294, 4.010], [1.445, -1.368, 3.428], [0.069, 0.875, 5.002], [0.168, -0.814, 5.449], [-0.783, -0.352, 4.050], [-0.238, 1.816, 3.016], [-0.077, 3.232, 1.027], [1.259, 2.787, -1.885], [2.833, 3.246, -1.232], [1.372, 4.124, -0.741], [3.224, 0.889, -0.391], [3.049, -0.548, 1.596], [-1.511, 0.404, -3.821], [0.179, 0.471, -4.108], [0.896, 0.340, -2.961], [0.067, 0.224, -1.799], [-1.303, 0.257, -2.158], [-2.452, 0.210, -1.220], [-3.785, 0.224, -1.571], [-4.747, 0.180, -0.565], [-4.373, 0.108, 0.774], [-3.030, 0.082, 1.066], [-2.091, 0.133, 0.093], [0.536, 0.579, -5.122], [1.977, 0.338, -2.949], [-4.091, 0.280, -2.607], [-5.795, 0.204, -0.838], [-5.105, 0.069, 1.569], [-2.672, 0.025, 2.087], [0.357, -3.582, 1.819], [0.692, -2.542, 0.372], [-0.055, -3.472, -0.994], [-0.711, -3.772, 1.883], [0.719, -3.078, 2.707], [0.919, -4.501, 1.668], [0.563, -4.354, -1.146], [-0.026, -2.852, -1.886], [-1.076, -3.740, -0.733]], "forces_ev_per_a": [[-0.35, -0.28, -0.77], [0.00, 0.05, 0.07], [0.01, 0.11, -0.13], [-0.11, 0.03, 0.04], [0.15, 0.01, 0.16], [-0.07, 0.03, 0.10], [0.00, 0.10, -0.10], [-0.02, 0.15, 0.03], [-0.01, -0.08, 0.10], [0.09, 0.00, -0.04], [0.11, -0.04, 0.02], [0.00, -0.01, -0.01], [-0.01, -0.01, 0.02], [-0.02, 0.02, -0.03], [0.10, -0.07, 0.05], [0.04, -0.02, 0.01], [0.02, 0.00, 0.00], [0.02, -0.01, -0.03], [-0.01, 0.01, 0.01], [-0.02, 0.01, -0.01], [0.01, 0.01, -0.02], [-0.01, 0.05, -0.03], [0.03, 0.02, -0.01], [0.03, -0.03, 0.01], [0.03, 0.00, 0.00], [-0.01, 0.20, -0.45], [-0.15, -0.22, 0.05], [-0.10, 0.20, 0.04], [0.28, -0.07, 0.38], [-0.22, -0.13, 0.48], [0.47, -0.10, -0.06], [-0.15, 0.06, 0.03], [-0.04, 0.00, -0.11], [0.07, -0.03, -0.03], [-0.15, 0.04, -0.11], [-0.08, 0.08, 0.34], [0.03, -0.04, 0.02], [0.01, -0.01, 0.02], [0.05, 0.01, 0.00], [0.00, -0.01, 0.04], [-0.01, 0.01, -0.02], [-0.01, 0.00, 0.03], [-0.07, -0.03, -0.12], [0.13, 0.16, -0.09], [-0.01, -0.04, 0.03], [0.00, -0.06, 0.05], [0.01, 0.00, 0.04], [-0.04, -0.04, 0.03], [-0.04, -0.04, 0.02], [0.01, 0.05, 0.00], [-0.01, -0.03, -0.04]], "total_energy_ev": -46613.847, "orbital_gap_ev": 6.7, "lumo_ev": -11.48, "largest_force_ev_per_a": 0.9, "de_lowest_kcal_mol": 1.1, "charge": 3, "homo_ev": -18.2}

***

[2]
{"formula": "C21H27BN4OReS3", "method": "ωB97M-V/def2-TZVPD", "species": ["Re", "C", "C", "N", "N", "C", "O", "C", "C", "C", "C", "C", "C", "C", "C", "C", "C", "C", "N", "H", "H", "H", "H", "H", "H", "H", "H", "H", "H", "H", "H", "C", "C", "S", "C", "C", "S", "C", "C", "S", "H", "H", "H", "H", "H", "H", "H", "H", "H", "H", "H", "H", "B", "C", "N", "H", "H", "H"], "xyz": [[-0.096, -0.205, 0.280], [1.329, -2.675, -3.018], [0.816, -2.133, -1.737], [0.554, -0.881, -1.537], [0.732, 0.054, -2.535], [0.426, 1.240, -2.097], [0.025, 1.433, -0.834], [0.519, 2.421, -2.948], [1.159, 2.344, -4.187], [1.228, 3.467, -4.989], [0.653, 4.661, -4.566], [0.010, 4.739, -3.338], [-0.056, 3.622, -2.524], [0.489, -2.994, -0.587], [0.578, -4.368, -0.650], [0.109, -5.128, 0.416], [-0.463, -4.484, 1.494], [-0.505, -3.099, 1.506], [-0.001, -2.356, 0.514], [1.519, -1.871, -3.720], [0.596, -3.359, -3.451], [2.249, -3.238, -2.847], [1.597, 1.410, -4.510], [1.724, 3.415, -5.948], [0.702, 5.534, -5.203], [-0.447, 5.666, -3.023], [-0.574, 3.668, -1.576], [0.980, -4.841, -1.534], [0.166, -6.208, 0.382], [-0.886, -5.033, 2.324], [-0.965, -2.569, 2.323], [2.299, -0.165, 3.548], [2.979, -0.358, 2.203], [2.243, 0.453, 0.760], [2.045, 2.202, 1.209], [0.893, 2.577, 2.137], [-0.706, 1.775, 1.774], [-1.314, 1.294, 3.406], [-0.338, 0.588, 4.340], [0.585, -0.762, 3.565], [2.327, 0.876, 3.859], [2.858, -0.736, 4.290], [3.023, -1.413, 1.922], [4.008, 0.002, 2.243], [1.944, 2.700, 0.246], [2.995, 2.520, 1.643], [0.721, 3.649, 2.040], [1.131, 2.380, 3.178], [-2.179, 0.668, 3.177], [-1.696, 2.201, 3.878], [-0.908, 0.160, 5.164], [0.373, 1.279, 4.789], [-4.701, -0.541, -0.193], [-3.194, -0.497, -0.062], [-2.025, -0.453, 0.050], [-4.923, -0.473, -1.379], [-5.055, -1.573, 0.327], [-5.096, 0.443, 0.396]], "forces_ev_per_a": [[0.06, 0.54, -0.01], [0.02, 0.02, 0.00], [0.02, -0.07, -0.04], [-0.02, -0.01, -0.09], [-0.01, -0.15, 0.22], [0.01, 0.14, -0.01], [-0.01, -0.07, -0.17], [-0.03, -0.03, 0.05], [0.00, -0.01, -0.01], [0.00, -0.01, 0.00], [0.00, 0.01, -0.02], [0.00, -0.03, 0.01], [0.02, 0.01, -0.01], [0.01, 0.04, -0.01], [-0.01, 0.02, -0.02], [0.00, -0.03, 0.00], [-0.03, 0.01, 0.01], [0.02, 0.03, -0.06], [-0.02, -0.17, 0.05], [0.00, 0.00, 0.00], [-0.01, 0.00, 0.00], [0.00, -0.01, 0.01], [0.00, 0.00, 0.01], [0.00, 0.00, 0.00], [0.00, 0.00, 0.00], [0.00, 0.00, 0.00], [-0.01, 0.00, 0.00], [0.00, -0.01, 0.01], [0.00, 0.00, 0.00], [0.00, 0.00, 0.00], [0.03, 0.03, 0.05], [0.00, -0.01, -0.02], [0.01, 0.02, 0.05], [0.11, 0.00, 0.02], [-0.03, 0.01, 0.02], [0.01, 0.05, 0.00], [0.05, -0.22, -0.02], [-0.01, 0.01, 0.08], [0.00, 0.02, -0.05], [-0.02, -0.07, -0.05], [0.01, -0.02, 0.01], [0.03, 0.01, 0.00], [-0.02, 0.00, -0.01], [0.01, -0.02, 0.03], [-0.01, -0.01, -0.01], [-0.01, 0.03, 0.00], [0.01, 0.00, 0.03], [-0.01, -0.01, -0.03], [0.01, -0.01, -0.01], [-0.01, -0.01, 0.01], [0.00, 0.01, 0.01], [0.00, 0.00, 0.01], [-0.17, -0.01, 0.01], [0.11, 0.05, 0.02], [-0.17, -0.04, -0.06], [0.00, -0.04, 0.03], [0.01, 0.01, -0.04], [0.05, -0.02, 0.00]], "total_energy_ev": -65520.432, "orbital_gap_ev": [7.1, 5.7], "s2": 3.782, "lumo_ev": [-7.10, -8.43], "largest_force_ev_per_a": 0.5, "charge": 2, "homo_ev": [-14.2, -14.2], "spin_multiplicity": 4}

***

[3]
{"formula": "C21H27ClN2O5", "method": "ωB97M-V/def2-TZVPD", "species": ["C", "O", "C", "C", "C", "C", "C", "C", "O", "N", "C", "C", "C", "O", "C", "C", "N", "C", "O", "C", "C", "C", "C", "C", "O", "C", "C", "C", "Cl", "H", "H", "H", "H", "H", "H", "H", "H", "H", "H", "H", "H", "H", "H", "H", "H", "H", "H", "H", "H", "H", "H", "H", "H", "H", "H", "H"], "xyz": [[1.585, -8.532, 0.132], [1.366, -7.707, -1.012], [0.892, -6.462, -0.708], [-0.482, -6.214, -0.778], [-1.428, -7.321, -1.150], [-0.936, -4.932, -0.511], [-0.062, -3.905, -0.171], [-0.654, -2.551, 0.094], [-1.743, -2.231, -0.356], [0.088, -1.700, 0.844], [-0.409, -0.367, 1.149], [-0.157, 0.617, 0.010], [-0.777, 1.971, 0.284], [-2.171, 1.786, 0.425], [-2.919, 2.983, 0.496], [-4.375, 2.577, 0.524], [-4.682, 1.818, -0.696], [-5.996, 1.390, -0.852], [-6.941, 2.143, -0.901], [-6.109, -0.038, -1.131], [-6.122, -1.220, -1.343], [-6.123, -2.653, -1.594], [-7.379, -3.193, -2.294], [-6.874, -4.490, -2.929], [-5.444, -4.409, -2.964], [-5.041, -3.107, -2.579], [1.303, -4.153, -0.124], [1.768, -5.428, -0.394], [3.476, -5.733, -0.373], [1.954, -9.484, -0.242], [2.328, -8.086, 0.796], [0.652, -8.688, 0.680], [-2.404, -6.915, -1.408], [-1.043, -7.895, -1.992], [-1.566, -8.017, -0.320], [-1.992, -4.702, -0.575], [0.924, -2.034, 1.288], [-1.480, -0.443, 1.330], [0.074, -0.024, 2.065], [0.918, 0.735, -0.150], [-0.591, 0.208, -0.904], [-0.364, 2.419, 1.200], [-0.572, 2.660, -0.544], [-2.660, 3.546, 1.400], [-2.715, 3.609, -0.381], [-4.554, 1.969, 1.417], [-5.021, 3.453, 0.561], [-4.048, 1.029, -0.755], [-5.972, -3.179, -0.647], [-8.208, -3.352, -1.607], [-7.695, -2.477, -3.053], [-7.141, -5.371, -2.341], [-7.259, -4.629, -3.942], [-5.016, -2.425, -3.438], [-4.049, -3.159, -2.138], [2.023, -3.371, 0.076]], "forces_ev_per_a": [[-0.01, 0.04, -0.05], [0.00, -0.02, 0.01], [-0.03, 0.01, 0.01], [0.03, 0.00, 0.00], [-0.03, 0.00, 0.04], [0.03, 0.05, 0.00], [-0.03, -0.01, 0.02], [0.08, 0.03, -0.11], [-0.07, -0.06, 0.01], [-0.05, 0.04, 0.03], [0.03, -0.04, -0.04], [0.00, 0.00, 0.04], [-0.05, -0.01, -0.02], [0.00, 0.01, -0.01], [-0.03, -0.06, 0.01], [-0.04, 0.35, -0.32], [0.10, -0.62, 0.77], [0.07, 0.31, -1.12], [-0.08, -0.06, 0.64], [0.01, -0.09, -0.02], [-0.03, 0.03, 0.09], [0.01, -0.02, -0.07], [-0.01, 0.07, 0.04], [0.05, -0.04, -0.02], [0.01, 0.00, 0.00], [-0.06, 0.00, 0.03], [-0.04, -0.04, -0.01], [0.02, 0.00, -0.01], [-0.02, 0.01, 0.00], [0.00, -0.01, 0.01], [0.01, -0.01, 0.01], [0.00, -0.01, 0.01], [0.01, 0.00, -0.02], [-0.01, 0.01, -0.01], [0.02, 0.00, -0.01], [-0.02, -0.01, 0.00], [0.00, -0.01, 0.01], [0.00, 0.04, 0.03], [0.00, -0.01, 0.01], [0.00, 0.01, 0.00], [0.01, 0.00, -0.01], [0.00, 0.00, 0.01], [0.01, 0.00, 0.00], [-0.02, 0.02, 0.00], [0.00, 0.00, -0.01], [-0.03, 0.01, 0.01], [0.03, 0.03, 0.02], [0.05, 0.04, -0.02], [0.02, 0.01, 0.00], [-0.01, 0.01, -0.01], [-0.02, -0.02, 0.00], [0.00, 0.01, 0.01], [0.00, 0.02, 0.00], [0.00, -0.01, -0.01], [0.06, 0.00, 0.03], [0.00, 0.00, 0.00]], "total_energy_ev": -47953.548, "smiles": "COc1c(C)cc(C(=O)NCCCOCCNC(=O)C#C[C@H]2CCOC2)cc1Cl", "orbital_gap_ev": 9.8, "lumo_ev": 0.56, "largest_force_ev_per_a": 1.2, "de_lowest_kcal_mol": 53.2, "homo_ev": -9.2}

***

[4]
{"formula": "C21H27CuNO4S2", "method": "ωB97M-V/def2-TZVPD", "species": ["Cu", "O", "S", "C", "C", "C", "C", "S", "O", "C", "C", "C", "C", "C", "C", "C", "C", "C", "C", "C", "C", "H", "H", "H", "H", "H", "H", "H", "H", "H", "H", "H", "H", "H", "H", "H", "H", "H", "H", "O", "C", "O", "C", "N", "C", "C", "C", "H", "H", "H", "H", "H", "H", "H", "H", "H"], "xyz": [[8.917, 6.997, 12.822], [8.512, 6.545, 14.658], [7.888, 5.165, 15.073], [8.150, 4.027, 13.660], [7.292, 4.301, 12.438], [7.669, 3.421, 11.247], [9.062, 3.640, 10.671], [9.498, 5.323, 10.100], [9.769, 6.063, 11.405], [7.933, 5.706, 9.321], [7.520, 4.842, 8.328], [6.267, 5.013, 7.721], [5.457, 6.099, 8.116], [5.917, 6.996, 9.116], [7.155, 6.777, 9.709], [6.154, 5.452, 15.012], [5.649, 6.613, 14.417], [4.266, 6.845, 14.427], [3.371, 5.878, 14.972], [3.904, 4.670, 15.447], [5.292, 4.461, 15.461], [8.012, 2.955, 14.028], [9.235, 4.135, 13.411], [7.351, 5.372, 12.137], [6.245, 4.116, 12.687], [6.887, 3.492, 10.487], [7.625, 2.352, 11.571], [9.208, 2.940, 9.822], [9.793, 3.373, 11.462], [8.178, 4.023, 8.050], [5.953, 4.303, 6.932], [4.484, 6.275, 7.631], [5.300, 7.867, 9.400], [7.547, 7.460, 10.458], [6.342, 7.387, 14.008], [3.907, 7.755, 13.949], [2.309, 6.104, 15.071], [3.251, 3.912, 15.862], [5.708, 3.542, 15.846], [7.803, 10.891, 12.051], [8.796, 10.228, 12.667], [8.797, 9.007, 12.775], [9.939, 11.071, 13.201], [9.695, 12.516, 13.222], [11.005, 13.173, 13.292], [12.007, 12.245, 12.554], [11.266, 10.893, 12.369], [10.177, 10.670, 14.242], [9.079, 12.870, 13.938], [8.044, 11.856, 12.116], [11.304, 13.273, 14.331], [10.954, 14.195, 12.830], [12.931, 12.119, 13.172], [12.348, 12.728, 11.633], [11.852, 10.065, 12.798], [11.041, 10.610, 11.316]], "forces_ev_per_a": [[-0.01, 0.25, 0.14], [-0.81, -1.93, 0.77], [1.31, 1.40, -0.34], [0.47, -0.91, 0.02], [-0.22, 0.47, -0.19], [-0.37, -0.76, 0.30], [-0.04, -0.82, 0.03], [0.62, -0.68, 0.51], [-0.22, -0.13, -1.34], [-0.25, 0.19, 0.43], [-0.40, -0.32, -0.51], [0.04, 0.31, 0.06], [0.38, 0.16, 0.25], [-0.59, -0.41, -0.79], [0.00, 0.54, 0.27], [-1.00, 0.07, -0.89], [0.04, 0.72, 0.14], [-0.08, -0.94, 0.06], [1.30, 0.48, -0.15], [0.25, 0.55, -0.02], [-0.39, 0.27, 0.10], [0.05, 1.42, -0.23], [-0.73, 0.09, 0.47], [-0.04, -0.58, 0.27], [0.02, 0.01, -0.03], [0.18, 0.20, -0.03], [0.14, 0.61, -0.17], [0.12, 0.50, 0.42], [0.01, 0.41, -0.73], [-0.24, 0.02, -0.19], [0.13, 0.62, 0.61], [0.60, -0.17, 0.33], [0.47, -0.65, -0.16], [-0.16, 0.01, 0.05], [-0.64, -0.80, 0.43], [-0.10, -0.18, 0.32], [0.28, -0.18, -0.23], [0.02, 0.02, -0.08], [-0.09, -0.15, 0.16], [0.94, 0.06, 0.62], [-0.18, -0.17, -0.20], [-0.30, 1.59, -0.34], [0.90, -0.24, 1.53], [0.01, -0.55, -1.14], [0.18, 0.69, -0.63], [0.31, 0.21, 0.45], [-0.27, -0.21, -0.05], [-0.45, 0.30, -1.07], [-0.07, -0.35, 0.32], [-0.05, -0.66, -0.17], [0.14, 0.18, 0.25], [0.04, -0.93, 0.47], [-0.83, 0.01, -0.45], [-0.27, -0.41, -0.03], [-0.33, 0.30, -0.23], [0.17, 0.48, 0.61]], "total_energy_ev": -98199.138, "orbital_gap_ev": 9.1, "lumo_ev": -1.98, "largest_force_ev_per_a": 2.2, "charge": 1, "homo_ev": -11.1}

***

[5]
{"formula": "C21H27FeN3Sb", "method": "ωB97M-V/def2-TZVPD", "species": ["Fe", "C", "C", "C", "C", "C", "H", "H", "H", "H", "H", "C", "C", "Sb", "C", "C", "C", "C", "H", "H", "H", "H", "H", "H", "H", "H", "H", "H", "H", "H", "H", "H", "H", "N", "C", "C", "C", "C", "C", "C", "C", "N", "C", "C", "N", "C", "H", "H", "H", "H", "H", "H", "H"], "xyz": [[1.165, -1.607, 1.319], [3.534, -1.649, 1.472], [3.008, -2.979, 1.221], [2.250, -3.358, 2.327], [2.285, -2.279, 3.271], [3.094, -1.241, 2.726], [4.192, -1.101, 0.814], [3.223, -3.589, 0.356], [1.772, -4.314, 2.478], [1.823, -2.279, 4.248], [3.321, -0.303, 3.210], [-3.126, -3.969, -1.585], [-2.063, -4.274, -0.536], [-0.966, -2.526, -0.025], [-2.293, -0.874, -0.291], [-2.379, -0.294, -1.700], [0.447, -2.270, -1.643], [-0.032, -2.632, -3.053], [-3.698, -4.877, -1.782], [-2.690, -3.645, -2.529], [-3.834, -3.211, -1.250], [-1.317, -4.987, -0.885], [-2.487, -4.666, 0.387], [-1.965, -0.120, 0.426], [-3.267, -1.226, 0.052], [-1.412, 0.067, -2.055], [-3.069, 0.552, -1.706], [-2.753, -1.018, -2.422], [1.301, -2.901, -1.380], [0.793, -1.227, -1.620], [-0.335, -3.678, -3.101], [0.774, -2.494, -3.773], [-0.872, -2.017, -3.368], [0.436, 8.584, -1.726], [0.418, 7.544, -1.240], [0.393, 6.239, -0.631], [1.082, 5.184, -1.221], [1.046, 3.925, -0.649], [0.321, 3.732, 0.517], [-0.363, 4.775, 1.120], [-0.326, 6.032, 0.541], [0.280, 2.416, 1.128], [-0.528, 2.029, 2.180], [-0.252, 0.730, 2.431], [0.729, 0.306, 1.545], [1.015, 1.358, 0.776], [1.642, 5.349, -2.131], [1.579, 3.122, -1.138], [-0.917, 4.643, 2.038], [-0.853, 6.855, 1.004], [-1.217, 2.696, 2.663], [-0.672, 0.088, 3.188], [1.764, 1.378, 0.003]], "forces_ev_per_a": [[0.57, -0.51, 0.56], [-0.04, -0.35, -0.33], [0.18, 0.33, -0.28], [-0.14, -0.07, 0.33], [-0.06, -0.02, -0.16], [-0.07, -0.04, 0.32], [-0.04, 0.00, -0.02], [-0.01, 0.03, -0.01], [-0.04, 0.03, -0.01], [-0.04, 0.02, -0.03], [-0.03, 0.00, -0.02], [-0.02, -0.08, 0.01], [0.04, -0.11, 0.09], [0.23, 0.31, -0.38], [-0.20, 0.05, 0.07], [0.06, -0.03, -0.01], [0.05, -0.03, -0.19], [-0.07, -0.08, 0.08], [0.01, 0.00, -0.01], [0.00, 0.01, 0.01], [0.00, 0.00, 0.02], [-0.04, -0.03, -0.03], [-0.03, 0.00, -0.01], [-0.02, 0.03, 0.00], [0.00, 0.02, 0.01], [-0.01, -0.01, 0.01], [0.02, 0.00, 0.02], [-0.01, -0.02, 0.02], [0.04, 0.03, -0.02], [-0.06, -0.05, 0.06], [0.00, 0.00, -0.03], [0.02, 0.01, 0.03], [0.01, 0.00, -0.01], [0.00, -0.05, 0.01], [0.02, -0.05, 0.05], [0.00, 0.10, -0.06], [0.02, -0.03, -0.03], [-0.03, 0.06, -0.04], [0.02, -0.23, 0.14], [0.04, 0.08, -0.01], [-0.03, -0.01, 0.04], [-0.07, 0.20, -0.05], [0.02, 0.06, -0.04], [0.10, -0.02, -0.02], [-0.38, 0.55, -0.14], [0.07, -0.06, 0.13], [-0.01, 0.00, 0.00], [-0.02, -0.01, 0.01], [0.02, -0.01, 0.00], [0.00, 0.00, -0.01], [-0.01, -0.02, -0.02], [0.01, -0.01, -0.03], [-0.02, -0.03, 0.00]], "total_energy_ev": -67592.412, "orbital_gap_ev": [8.8, 5.7], "s2": 8.764, "lumo_ev": [-5.74, -8.90], "largest_force_ev_per_a": 0.9, "de_lowest_kcal_mol": 3.9, "charge": 2, "homo_ev": [-14.6, -14.6], "spin_multiplicity": 6}